Record 1
{"formula": "C44H89BFNO29S8", "method": "ωB97M-V/def2-TZVPD", "charge": 0, "gap_ev": 8.92, "smiles": "C=C[C@](CCCC(=O)O)(COc1ccccc1)O[C@@H](CCCCOC=O)[C@](S)(B(O)OCC)N(COCC)S(=O)(=O)F.CCOS(C)(=O)=O.CCOS(C)(=O)=O.CCOS(C)(=O)=O.CCOS(C)(=O)=O.CCOS(C)(=O)=O.CCOS(C)(=O)=O", "lumo_ev": 0.0, "elements": ["C", "C", "C", "C", "C", "C", "C", "O", "O", "C", "O", "C", "C", "C", "C", "C", "C", "O", "C", "C", "C", "C", "C", "O", "C", "O", "C", "S", "B", "O", "O", "C", "C", "N", "C", "O", "C", "C", "S", "O", "O", "F", "H", "H", "H", "H", "H", "H", "H", "H", "H", "H", "H", "H", "H", "H", "H", "H", "H", "H", "H", "H", "H", "H", "H", "H", "H", "H", "H", "H", "H", "H", "H", "H", "H", "H", "H", "H", "H", "H", "H", "H", "H", "C", "C", "O", "S", "C", "O", "O", "H", "H", "H", "H", "H", "H", "H", "H", "C", "C", "O", "S", "C", "O", "O", "H", "H", "H", "H", "H", "H", "H", "H", "C", "C", "O", "S", "C", "O", "O", "H", "H", "H", "H", "H", "H", "H", "H", "C", "C", "O", "S", "C", "O", "O", "H", "H", "H", "H", "H", "H", "H", "H", "C", "C", "O", "S", "C", "O", "O", "H", "H", "H", "H", "H", "H", "H", "H", "C", "C", "O", "S", "C", "O", "O", "H", "H", "H", "H", "H", "H", "H", "H"], "xyz": [[1.48902, 3.02499, 0.32231], [1.09246, 2.18933, -0.63271], [1.07417, 0.64808, -0.56941], [1.95626, 0.24180, 0.66086], [1.17016, 0.20794, 1.97790], [2.13462, -0.14043, 3.13259], [2.61935, -1.57909, 2.98155], [1.89706, -2.48849, 2.63981], [3.94423, -1.85059, 3.20593], [1.83993, 0.13407, -1.82201], [3.26552, 0.08630, -1.66124], [3.94333, 1.03538, -2.39173], [4.17782, 2.32103, -1.97409], [4.89746, 3.19021, -2.74790], [5.42024, 2.81701, -3.96053], [5.17786, 1.52795, -4.36993], [4.45649, 0.65215, -3.60635], [-0.17382, 0.03102, -0.32950], [-1.21717, 0.31486, -1.25042], [-1.29129, -0.83405, -2.29438], [-2.41497, -0.69888, -3.35645], [-2.25538, 0.51500, -4.28554], [-3.58679, 0.74550, -5.03574], [-4.24185, 1.93488, -4.52390], [-5.58140, 1.77940, -4.39034], [-6.28633, 1.33551, -5.27257], [-2.56286, 0.47412, -0.43605], [-3.51582, 1.82268, -1.29984], [-2.30528, 1.16088, 0.99756], [-3.08057, 0.85220, 2.10233], [-1.32911, 2.13868, 1.16968], [-1.80509, 3.49259, 1.10620], [-1.04750, 4.41181, 2.08308], [-3.30661, -0.80318, -0.40774], [-2.68857, -1.88397, 0.35818], [-3.18629, -2.04854, 1.66073], [-2.17767, -2.06218, 2.65702], [-2.77916, -1.85035, 4.03960], [-4.93757, -0.71992, -0.35434], [-5.50929, -0.56196, -1.64583], [-5.48321, 0.19667, 0.58116], [-5.35470, -2.15693, 0.10239], [1.32502, 2.90319, 1.38662], [2.00174, 3.93314, 0.00708], [0.75367, 2.64469, -1.56881], [2.88180, 0.80933, 0.70579], [2.24469, -0.79989, 0.45757], [0.69463, 1.15310, 2.23748], [0.43301, -0.59163, 1.94881], [1.54480, -0.11972, 4.05541], [2.97022, 0.56479, 3.18825], [4.32465, -1.04348, 3.57635], [1.60802, 0.69278, -2.73574], [1.53058, -0.90783, -1.95994], [3.81451, 2.65889, -1.01182], [5.10454, 4.20138, -2.40964], [5.99278, 3.51691, -4.55383], [5.60162, 1.19975, -5.31389], [4.33290, -0.35578, -3.98626], [-1.06116, 1.21066, -1.85342], [-1.33191, -1.80747, -1.79979], [-0.37983, -0.85357, -2.90198], [-3.41434, -0.79207, -2.93382], [-2.27960, -1.57912, -3.99998], [-1.46608, 0.37702, -5.03033], [-2.03914, 1.45195, -3.76708], [-4.26361, -0.09907, -4.89688], [-3.42959, 0.87734, -6.10922], [-6.06422, 2.09058, -3.45044], [-2.58876, 2.78732, -1.46152], [-3.65648, 1.60724, 2.27842], [-1.57644, 3.86096, 0.09563], [-2.89549, 3.55863, 1.20690], [-0.83958, 5.34037, 1.54657], [-1.70098, 4.58103, 2.93989], [-0.09031, 3.97526, 2.35909], [-1.59860, -1.80176, 0.40365], [-2.88470, -2.82075, -0.18253], [-1.60381, -2.99847, 2.67993], [-1.47476, -1.23552, 2.49169], [-3.36401, -2.70462, 4.38166], [-3.32986, -0.91044, 4.08666], [-1.92567, -1.73614, 4.71973], [-2.02114, -7.35308, -3.91286], [-0.74172, -6.60735, -4.23548], [-0.68734, -6.19820, -5.61967], [-1.60072, -4.97768, -6.07674], [-0.88152, -4.74364, -7.66696], [-1.30374, -3.84776, -5.24973], [-2.94432, -5.43245, -6.24510], [-2.88902, -6.69979, -3.99856], [-1.98910, -7.74161, -2.89481], [-2.16920, -8.18237, -4.60599], [-0.61023, -5.74519, -3.57974], [0.11079, -7.26519, -4.07679], [0.15123, -4.42772, -7.54628], [-1.45902, -3.97218, -8.17189], [-0.94267, -5.67770, -8.21924], [-0.80815, 2.89490, 7.48556], [0.26636, 3.92683, 7.76826], [1.57228, 3.49550, 7.33344], [1.88128, 3.50384, 5.77382], [3.61782, 3.23197, 5.88866], [1.64212, 4.81800, 5.26194], [1.27873, 2.35484, 5.17011], [-0.95709, 2.76029, 6.41474], [-1.75738, 3.20742, 7.92142], [-0.52834, 1.92565, 7.89890], [0.02134, 4.88935, 7.31564], [0.34608, 4.08595, 8.84204], [4.07927, 4.08704, 6.37575], [3.99505, 3.12262, 4.87374], [3.79297, 2.31948, 6.45301], [0.86957, 8.70428, 2.19968], [1.46916, 9.50020, 1.05636], [2.33063, 8.69968, 0.22008], [1.65772, 7.65580, -0.77485], [3.10508, 7.26617, -1.70070], [0.73681, 8.34840, -1.62031], [1.26806, 6.49417, -0.03697], [0.18566, 7.93873, 1.83457], [0.31362, 9.36199, 2.86810], [1.65016, 8.19762, 2.76756], [0.69307, 9.97086, 0.45012], [2.09528, 10.29633, 1.45529], [3.43080, 8.15215, -2.23892], [2.83914, 6.47346, -2.39780], [3.87588, 6.91922, -1.01628], [-6.43629, -4.66848, 0.27336], [-7.44006, -5.44244, -0.55725], [-6.84153, -6.55908, -1.24836], [-6.45410, -7.84978, -0.40360], [-6.12223, -8.91114, -1.76960], [-7.61715, -8.31424, 0.28790], [-5.23069, -7.60662, 0.29466], [-6.05768, -5.27115, 1.09881], [-6.89766, -3.77721, 0.69199], [-5.58326, -4.37830, -0.33372], [-8.27886, -5.78584, 0.05121], [-7.84764, -4.79477, -1.33156], [-7.04264, -9.07407, -2.32366], [-5.74978, -9.85012, -1.36575], [-5.36514, -8.44745, -2.39695], [0.24355, -11.12939, 0.72306], [1.25833, -11.82535, -0.16284], [0.99344, -11.62558, -1.56633], [1.32363, -10.20177, -2.19554], [1.13249, -10.65547, -3.88700], [2.69725, -9.89404, -1.94759], [0.27984, -9.28496, -1.85155], [0.31244, -10.04642, 0.63004], [0.41190, -11.38929, 1.76839], [-0.77068, -11.41554, 0.44374], [2.27553, -11.50820, 0.07382], [1.20890, -12.90038, 0.00081], [1.90021, -11.37839, -4.14882], [1.24520, -9.74984, -4.47964], [0.13851, -11.07267, -4.02777], [4.56658, 7.20777, 2.76917], [6.03161, 6.96660, 3.07446], [6.83053, 8.15163, 2.90058], [6.71622, 9.29774, 4.00334], [8.09080, 10.25883, 3.46847], [7.00048, 8.72907, 5.28430], [5.51779, 10.04387, 3.77897], [4.12151, 7.89402, 3.48880], [4.00616, 6.27216, 2.80732], [4.44664, 7.65332, 1.78073], [6.16645, 6.56905, 4.08252], [6.43284, 6.22875, 2.38123], [9.00147, 9.68223, 3.60604], [8.11337, 11.15774, 4.08072], [7.94858, 10.52189, 2.42349]]}


Record 2
{"formula": "C45H101N11O14", "method": "ωB97M-V/def2-TZVPD", "spin_multiplicity": 2, "charge": -1, "gap_ev": [1.18, 8.51], "s2": 0.7504, "lumo_ev": [1.6, 1.6], "elements": ["C", "O", "N", "C", "C", "H", "H", "H", "H", "H", "H", "H", "C", "O", "N", "C", "C", "H", "H", "H", "H", "H", "H", "H", "C", "O", "N", "C", "C", "H", "H", "H", "H", "H", "H", "H", "C", "O", "N", "C", "C", "H", "H", "H", "H", "H", "H", "H", "C", "O", "N", "C", "C", "H", "H", "H", "H", "H", "H", "H", "C", "O", "N", "C", "C", "H", "H", "H", "H", "H", "H", "H", "C", "O", "N", "C", "C", "H", "H", "H", "H", "H", "H", "H", "C", "O", "N", "C", "C", "H", "H", "H", "H", "H", "H", "H", "C", "O", "N", "C", "C", "H", "H", "H", "H", "H", "H", "H", "C", "O", "N", "C", "C", "H", "H", "H", "H", "H", "H", "H", "C", "O", "N", "C", "C", "H", "H", "H", "H", "H", "H", "H", "C", "C", "C", "O", "C", "H", "H", "H", "H", "H", "H", "H", "H", "C", "C", "C", "O", "C", "H", "H", "H", "H", "H", "H", "H", "H", "C", "C", "C", "O", "C", "H", "H", "H", "H", "H", "H", "H", "H"], "xyz": [[-30.58854, 8.26282, 30.07336], [-30.92603, 7.47030, 29.15853], [-29.33926, 8.36764, 30.60260], [-28.22083, 7.67634, 30.01172], [-29.03834, 9.37226, 31.66629], [-31.34538, 8.83917, 30.62764], [-28.54473, 7.14998, 29.11387], [-27.52545, 7.06569, 30.58762], [-27.60288, 8.42296, 29.51294], [-29.06758, 8.90438, 32.65033], [-27.99819, 9.68914, 31.59038], [-29.78458, 10.16616, 31.63519], [-38.69865, 3.63971, 32.56547], [-38.88299, 3.20729, 33.69696], [-39.60373, 4.30547, 31.85401], [-39.30008, 4.75907, 30.44617], [-40.84798, 4.72456, 32.45143], [-37.69726, 3.55203, 32.11633], [-40.15838, 4.95159, 29.80246], [-38.67081, 4.02205, 29.94724], [-38.68264, 5.65725, 30.43405], [-40.72932, 5.67876, 32.96478], [-41.55395, 4.94889, 31.65182], [-41.23376, 4.03580, 33.20303], [-32.17892, -0.05983, 30.97841], [-31.44147, -0.77575, 30.30915], [-33.45577, -0.49223, 31.42425], [-34.32030, 0.47219, 32.13168], [-33.98985, -1.83347, 31.15493], [-31.82826, 0.93840, 31.28299], [-34.78300, 0.00333, 33.00012], [-35.06917, 0.76251, 31.39479], [-33.82039, 1.38108, 32.46650], [-33.18610, -2.36820, 30.64881], [-34.35198, -2.28177, 32.08012], [-34.86395, -1.74505, 30.50977], [-34.47071, 9.04480, 27.56662], [-35.33365, 9.83818, 27.95606], [-33.68543, 9.26047, 26.48787], [-32.38306, 8.51016, 26.36980], [-33.92745, 10.38792, 25.61665], [-34.34817, 8.06991, 28.06339], [-32.26003, 7.61205, 26.97508], [-31.61120, 9.11975, 26.83964], [-32.15638, 8.29727, 25.32510], [-34.96595, 10.54584, 25.32566], [-33.60763, 11.30659, 26.10845], [-33.39599, 10.22250, 24.67948], [-29.34193, 2.82387, 32.12784], [-30.43076, 2.61646, 32.67012], [-29.11683, 3.93216, 31.45440], [-30.03229, 5.10526, 31.65850], [-27.93214, 4.09128, 30.61732], [-28.51925, 2.12479, 31.91181], [-30.85051, 4.87451, 32.34068], [-30.46028, 5.35838, 30.68853], [-29.47702, 5.93729, 32.09150], [-27.36691, 4.96809, 30.93326], [-27.26506, 3.23745, 30.49863], [-28.16987, 4.36745, 29.59004], [-39.98591, 9.47195, 29.18990], [-40.25085, 8.29935, 29.38535], [-38.82561, 10.00050, 29.57284], [-37.82486, 9.15139, 30.32653], [-38.41410, 11.38579, 29.21138], [-40.64883, 10.19906, 28.69588], [-36.85973, 9.01269, 29.83930], [-38.14935, 8.15182, 30.61578], [-37.55259, 9.60479, 31.27962], [-37.49374, 11.39110, 28.62741], [-39.14319, 11.90422, 28.58867], [-38.22079, 12.01584, 30.07959], [-33.11991, -0.14648, 27.33676], [-32.61827, -0.85341, 26.50167], [-33.45143, 1.13486, 27.09852], [-34.29417, 1.85314, 28.07455], [-33.14676, 1.76812, 25.84192], [-33.34153, -0.52305, 28.34734], [-34.36326, 1.38316, 29.05559], [-35.31525, 2.10311, 27.78643], [-33.78342, 2.81163, 28.16687], [-32.30754, 2.44920, 25.98307], [-32.86507, 1.17369, 24.97277], [-34.00783, 2.36908, 25.54952], [-37.89327, 1.39308, 29.59614], [-36.86538, 1.78765, 30.19714], [-38.70245, 0.47180, 30.17465], [-39.93764, 0.06079, 29.39890], [-38.57731, -0.12145, 31.46765], [-38.14820, 1.61745, 28.54883], [-40.80175, 0.52319, 29.87598], [-40.09537, -1.00200, 29.58243], [-40.00547, 0.19133, 28.31888], [-37.60325, 0.00546, 31.94011], [-39.38352, 0.36758, 32.01443], [-38.61864, -1.21052, 31.48559], [-37.29849, 7.77240, 35.58658], [-36.42627, 8.41575, 35.00852], [-38.36057, 7.26615, 34.93706], [-39.36930, 6.49319, 35.70589], [-38.63359, 7.35788, 33.49770], [-37.43141, 7.60367, 36.66642], [-40.05267, 7.13192, 36.26546], [-38.94950, 5.96235, 36.56034], [-39.91092, 5.74788, 35.12343], [-38.68803, 6.41709, 32.94995], [-39.48941, 8.02095, 33.37111], [-37.88507, 7.94557, 32.96624], [-35.27984, 4.95047, 26.08310], [-34.27846, 5.56554, 26.38259], [-36.29076, 4.76140, 26.90644], [-37.34851, 3.88468, 26.44588], [-36.48434, 5.16544, 28.27810], [-35.36264, 4.42589, 25.11865], [-37.40042, 3.05292, 27.14843], [-37.27330, 3.46213, 25.44393], [-38.24531, 4.50419, 26.45212], [-35.59504, 5.65365, 28.67671], [-37.40253, 5.74926, 28.34277], [-36.55506, 4.32948, 28.97399], [-29.26491, 3.90991, 27.16475], [-28.24235, 3.30713, 27.33497], [-30.47413, 3.68489, 27.77451], [-31.60379, 4.56370, 27.49949], [-30.71208, 2.60750, 28.75821], [-29.26147, 4.74040, 26.44194], [-32.35630, 3.95271, 27.00097], [-31.26251, 5.42769, 26.92929], [-31.91155, 4.90273, 28.48866], [-31.17305, 2.96752, 29.67798], [-31.38224, 1.94448, 28.21105], [-29.78792, 2.13390, 29.08946], [-35.39888, 3.87648, 35.33852], [-34.12174, 4.38194, 35.94855], [-34.73267, 5.25366, 37.00782], [-35.87032, 4.51145, 37.52565], [-36.27317, 3.54599, 36.59588], [-35.25053, 2.96778, 34.75511], [-35.87263, 4.67686, 34.77016], [-33.61025, 4.94887, 35.17069], [-33.54071, 3.62080, 36.46928], [-35.00942, 6.15910, 36.46774], [-34.02171, 5.45197, 37.80988], [-37.35417, 3.41105, 36.55943], [-35.94823, 2.61044, 37.05113], [-32.64063, 8.60279, 34.36780], [-31.67329, 7.44264, 34.34663], [-30.63432, 7.78465, 35.45365], [-30.52557, 9.10416, 35.17841], [-31.77897, 9.69546, 34.88242], [-33.52198, 8.37468, 34.96721], [-33.03574, 8.77999, 33.36751], [-31.10798, 7.41381, 33.41513], [-32.09720, 6.44279, 34.43989], [-29.65691, 7.37795, 35.19411], [-30.81375, 7.56539, 36.50618], [-31.62028, 10.57720, 34.26158], [-32.21858, 10.10245, 35.79302], [-33.50069, 6.48244, 31.01888], [-33.50450, 4.95918, 30.81461], [-34.70972, 4.51968, 31.54764], [-35.68894, 5.52276, 31.24704], [-34.99522, 6.81971, 31.18602], [-33.08279, 6.94508, 30.12477], [-32.89870, 6.71337, 31.89773], [-32.71714, 4.33699, 31.24010], [-33.56654, 4.76856, 29.74320], [-34.55097, 4.46328, 32.62454], [-35.01519, 3.48195, 31.41390], [-35.18293, 7.36989, 32.10806], [-35.27978, 7.35229, 30.27855]]}